A 2-piece molecular cluster, C29H49NO6 overall at a distorted geometry. Source: the Open Molecules 2025 dataset; level of theory: the ωB97M-V functional and the def2-TZVPD basis.

## Properties
Gap between HOMO and LUMO, eV: 8.4
Energy, Ha: -1640.28440
SMILES string: CCCCCCCCCCCCCCCN1C(=O)c2cccc(O)c2C1=O.COCCOCCOC

Atoms and positions in Å:
C 1.71127 -1.97146 1.80329
C 1.84651 -1.07651 3.14918
C 2.70781 0.27130 2.93006
C 1.82061 1.44703 2.22037
C 2.56473 1.97978 0.87751
C 1.63051 3.04230 0.11437
C 1.43927 4.44245 0.90574
C -0.10538 4.96266 0.86787
C -0.99171 4.31290 2.05774
C -1.69708 2.92226 1.67835
C -2.54987 2.93283 0.31757
C -1.96871 2.01124 -0.85586
C -1.49239 0.54389 -0.38597
C -1.86952 -0.64196 -1.39389
C -3.25375 -1.39581 -1.08892
N -3.90291 -1.03258 0.19760
C -4.08820 -2.06908 1.20608
O -3.69285 -3.26712 1.21253
C -4.88827 -1.26984 2.34533
C -5.23814 -1.65042 3.79615
C -6.00666 -0.56739 4.63178
C -6.43368 0.81863 4.04486
C -6.08559 1.14745 2.56203
O -6.44613 2.36163 1.90669
C -5.31825 0.09153 1.74033
C -4.81945 0.10068 0.21344
O -5.17866 0.89297 -0.67995
H 0.65215 -1.84978 1.35821
H 1.82963 -3.09875 2.01909
H 2.50126 -1.61178 1.04565
H 0.79155 -0.87219 3.55019
H 2.40441 -1.69588 3.93193
H 3.00455 0.67365 3.95446
H 3.58109 0.02935 2.23769
H 0.87406 0.90800 1.84249
H 1.57896 2.29933 2.95337
H 3.62615 2.35187 1.06988
H 2.62234 1.04908 0.19015
H 0.58312 2.56248 0.04570
H 1.96871 3.21998 -0.97225
H 2.04234 5.24135 0.32760
H 1.87302 4.42970 1.96572
H -0.06025 6.09864 1.06327
H -0.48635 4.72154 -0.17895
H -1.71414 5.07929 2.53554
H -0.23465 4.06750 2.90006
H -2.45053 2.70165 2.53093
H -0.90285 2.10865 1.74800
H -3.66267 2.74594 0.55660
H -2.51619 4.02124 -0.07740
H -2.79027 1.90372 -1.65391
H -1.08158 2.54899 -1.36828
H -1.82102 0.38940 0.69497
H -0.33477 0.58503 -0.35730
H -1.87863 -0.18976 -2.45775
H -1.02274 -1.41930 -1.31976
H -3.98981 -1.14089 -1.93867
H -3.06142 -2.52927 -1.19211
H -4.93905 -2.66254 4.21812
H -6.27880 -0.76070 5.71997
H -6.99406 1.60879 4.64472
H -5.65882 2.94649 1.96726
C 1.63398 -5.03157 -2.39788
O 2.23869 -3.99383 -3.14620
C 1.71345 -2.71445 -2.80784
C 2.66289 -1.61097 -3.25933
O 3.75548 -1.41104 -2.36082
C 4.77621 -2.41078 -2.39159
C 5.65464 -2.32587 -3.63489
O 5.01245 -2.95979 -4.73741
C 5.57147 -2.56731 -5.97625
H 0.55535 -5.06227 -2.57995
H 2.07427 -5.97923 -2.71182
H 1.83374 -4.89554 -1.32974
H 1.55720 -2.64182 -1.72479
H 0.75167 -2.60333 -3.32225
H 2.10860 -0.66769 -3.25203
H 3.01483 -1.76645 -4.28098
H 4.35559 -3.40797 -2.25376
H 5.40532 -2.20579 -1.52026
H 6.59906 -2.85319 -3.45297
H 5.86127 -1.27600 -3.86766
H 5.43823 -1.49147 -6.12986
H 5.04354 -3.09632 -6.77122
H 6.63383 -2.82748 -6.01997

Here are the Löwdin charges for atoms 1 to 5, given in e:
1. C -0.13
2. C -0.26
3. C -0.21
4. C -0.19
5. C -0.20